(1)
Molecular formula: C14H23N2O6
Method: DFT, ωB97M-V with the def2-TZVPD basis set

## Properties
E_HOMO ... -12.6 eV
Multiplicity ... 1
DFT total energy ... -1107.6470 Ha
Molar mass ... 315.3 g mol⁻¹
Charge ... +1

CARTESIAN COORDINATES (ANGSTROEM)
C  0.1864  -3.3606  1.0664
C  -0.9624  -2.9514  -0.0783
O  -1.6867  -1.8004  0.4819
C  -3.0618  -2.1386  0.8791
C  -3.6701  -3.3556  1.4814
O  -2.9655  -4.5998  1.8268
N  -3.6817  -5.5849  1.1966
O  -3.7739  -5.3310  0.0034
C  -5.3010  -3.1014  1.7525
O  -6.2075  -3.9198  2.2936
O  -5.4916  -1.7225  1.2769
C  -4.2751  -1.0447  0.7390
O  -4.1466  0.2077  0.2765
H  -0.3159  -3.9676  1.9434
H  1.1227  -3.8902  0.6029
H  0.5128  -2.3163  1.5421
H  -0.3341  -2.6818  -1.0463
H  -1.6467  -3.8598  -0.3765
C  -1.2222  1.2678  0.3351
C  -0.1417  0.8654  -0.6635
C  1.2805  1.0672  -0.1288
N  1.9268  2.4152  -0.5190
C  1.0389  3.6003  -0.1766
C  3.2696  2.5606  0.2317
C  4.2781  1.9113  -0.6867
C  3.8402  2.3743  -2.0577
C  2.3189  2.4295  -2.0154
H  -1.2633  2.3473  0.4917
H  -2.2043  0.9519  -0.0305
H  -1.0580  0.7889  1.3058
H  -0.3032  1.3730  -1.6201
H  -0.2731  -0.2068  -0.8571
H  1.9362  0.2861  -0.5310
H  1.3015  0.9994  0.9645
H  0.7754  3.5342  0.8824
H  0.1529  3.5736  -0.8152
H  1.5925  4.5216  -0.3747
H  3.4820  3.6313  0.3442
H  3.1956  2.0962  1.2183
H  4.2289  0.8186  -0.6110
H  5.3017  2.2169  -0.4535
H  4.2008  1.7107  -2.8486
H  4.2401  3.3756  -2.2633
H  1.8666  1.5623  -2.5058
H  1.9374  3.3464  -2.4763

***

(2)
Molecular formula: C3H3ClOS
Method: DFT, ωB97M-V with the def2-TZVPD basis set

## Properties
E_HOMO ... -10.1 eV
SMILES ... O=C(S)/C=C/Cl
Multiplicity ... 1
DFT total energy ... -1049.7028 Ha
Molar mass ... 122.6 g mol⁻¹
Energy above the lowest of the compared OMol25 structures with the same formula, charge and spin ... 30.46 kJ/mol
Charge ... 0

CARTESIAN COORDINATES (ANGSTROEM)
C  0.9521  0.4813  -0.0330
C  -0.3683  -0.3072  -0.0622
C  -1.4825  0.4272  -0.0767
H  1.9698  -1.6728  0.2620
H  -0.2430  -1.3484  -0.1507
H  -1.3009  1.4796  -0.0663
O  1.0376  1.6604  0.0636
S  2.5316  -0.5039  0.0156
Cl  -3.0964  -0.2162  0.0477

***

(3)
Molecular formula: C4H5NO
Method: DFT, ωB97M-V with the def2-TZVPD basis set

## Properties
E_HOMO ... -10.0 eV
SMILES ... C#CCNC=O
Multiplicity ... 1
DFT total energy ... -285.3512 Ha
Molar mass ... 83.1 g mol⁻¹
Energy above the lowest of the compared OMol25 structures with the same formula, charge and spin ... 166.37 kJ/mol
Charge ... 0

CARTESIAN COORDINATES (ANGSTROEM)
O  -2.0487  1.2408  -0.4479
C  -1.6585  0.9494  0.6655
N  -0.3767  0.6257  0.9840
C  0.6351  0.4333  -0.0436
C  1.0827  -0.9646  -0.0983
C  1.4455  -2.1129  -0.1069
H  -2.3254  0.9027  1.5469
H  -0.1867  0.2547  1.9036
H  0.1749  0.7272  -0.9936
H  1.4943  1.0961  0.1303
H  1.7650  -3.1347  -0.1288

***

(4)
Molecular formula: H4NO3SSi
Method: DFT, ωB97M-V with the def2-TZVPD basis set

## Properties
E_HOMO ... -3.7 eV
Multiplicity ... 1
DFT total energy ... -970.5471 Ha
Molar mass ... 126.2 g mol⁻¹
Energy above the lowest of the compared OMol25 structures with the same formula, charge and spin ... 169.04 kJ/mol
Charge ... -1

CARTESIAN COORDINATES (ANGSTROEM)
N  0.2244  1.3935  -2.6990
O  0.0924  -0.2408  1.0621
O  -0.4733  -1.8744  2.9678
O  1.5302  -0.5919  3.2385
Si  -0.7595  0.3684  -1.8794
S  0.1689  -0.5927  2.7701
H  1.2186  1.2505  -2.7244
H  0.8954  0.2409  0.9583
H  -2.0973  1.0986  -1.9311
H  -0.7999  -1.0521  -1.7630